(1)
Molecular formula: C2H7N3S
Method: DFT, ωB97M-V/def2-TZVPD

Positions of all 13 atoms, in Å:
C1 1.003 0.356 -0.179
C2 0.122 0.455 1.075
N1 2.456 -1.178 -1.122
N2 1.441 -0.969 -0.574
N3 -1.834 0.032 -0.544
S1 -1.388 -0.530 1.040
H1 0.379 0.749 -1.029
H2 1.751 1.028 -0.088
H3 0.689 0.155 1.923
H4 -0.343 1.417 0.955
H5 0.732 -1.670 -0.049
H6 -2.517 0.824 -0.486
H7 -2.489 -0.669 -0.924

Summary:
Energy relative to the best compared isomer or geometry (same formula, charge and spin) ... 336.0 kJ/mol
2S+1 ... 1
Gap between HOMO and LUMO ... 0.293 Eh
Charge ... 0



(2)
Molecular formula: C24H32Br2Cl3N3O5RuS
Method: DFT, ωB97M-V/def2-TZVPD

Positions of all 71 atoms, in Å:
Ru1 -0.150 -1.061 0.614
C1 2.742 -1.803 -1.487
C2 3.134 -1.795 -0.048
C3 4.488 -1.787 0.329
C4 4.837 -1.840 1.650
C5 3.831 -1.955 2.625
C6 4.069 -2.090 4.028
Br1 5.819 -1.972 4.701
C7 3.037 -2.304 4.920
C8 1.727 -2.333 4.480
Br2 0.326 -2.645 5.674
C9 1.385 -2.073 3.111
O1 0.212 -1.943 2.726
C10 2.502 -1.946 2.172
N1 2.171 -1.823 0.872
H1 3.610 -1.949 -2.126
H2 2.251 -0.868 -1.752
H3 2.020 -2.603 -1.657
H4 5.248 -1.744 -0.438
H5 5.875 -1.822 1.953
H6 3.245 -2.445 5.972
Cl1 -3.268 -4.631 2.184
C11 -3.302 -3.888 0.576
Cl2 -3.084 -5.123 -0.664
Cl3 -4.857 -3.084 0.325
C12 -2.152 -2.833 0.544
O2 -2.303 -1.797 1.219
O3 -1.137 -3.091 -0.142
C13 1.156 1.424 2.759
N2 0.567 2.528 2.033
C14 1.240 3.821 2.071
C15 0.229 4.923 1.821
C16 -0.469 4.647 0.505
N3 -0.998 3.290 0.479
C17 -2.113 3.024 -0.418
C18 -0.412 2.259 1.126
O4 -0.835 1.093 0.914
H7 1.828 0.842 2.120
H8 0.375 0.778 3.151
H9 1.730 1.824 3.593
H10 2.041 3.859 1.323
H11 1.696 3.936 3.053
H12 0.723 5.892 1.792
H13 -0.504 4.929 2.630
H14 0.225 4.789 -0.331
H15 -1.301 5.336 0.362
H16 -1.791 3.015 -1.463
H17 -2.866 3.801 -0.286
H18 -2.548 2.061 -0.172
C19 -0.132 1.374 -4.043
C20 -0.853 0.228 -4.754
C21 -0.400 -1.159 -4.317
S1 -0.828 -1.747 -2.635
O5 -0.148 -0.752 -1.706
C22 -2.617 -1.336 -2.620
C23 -2.916 0.004 -1.961
C24 -4.417 0.158 -1.714
H19 -0.552 2.332 -4.351
H20 0.930 1.378 -4.296
H21 -0.222 1.286 -2.962
H22 -0.655 0.301 -5.827
H23 -1.933 0.330 -4.636
H24 0.689 -1.240 -4.343
H25 -0.813 -1.939 -4.962
H26 -3.100 -2.153 -2.081
H27 -2.959 -1.369 -3.655
H28 -2.554 0.818 -2.591
H29 -2.383 0.068 -1.013
H30 -4.984 -0.025 -2.628
H31 -4.647 1.167 -1.370
H32 -4.750 -0.549 -0.956

Summary:
2S+1 ... 6
Gap between HOMO and LUMO (spin up / spin down) ... 0.285 / 0.205 Eh
Charge ... +1
Expectation value of S² ... 8.794



(3)
Molecular formula: H7O4
Method: DFT, ωB97M-V/def2-TZVPD

Positions of all 11 atoms, in Å:
O1 0.120 0.502 0.840
H1 -0.525 0.685 1.512
O2 0.744 1.974 -1.281
H2 0.572 1.217 -0.633
H3 0.415 1.658 -2.143
O3 -1.762 -0.480 -0.525
H4 -1.283 -0.959 -1.245
H5 -1.040 0.013 -0.086
O4 1.017 -1.917 0.997
H6 0.693 -1.046 0.772
H7 0.212 -2.205 1.578

Summary:
Energy relative to the best compared isomer or geometry (same formula, charge and spin) ... 55.4 kJ/mol
2S+1 ... 1
Gap between HOMO and LUMO ... 0.332 Eh
Charge ... -1



In order of appearance, F_max = 4.53, 0.88, 4.06 eV Å⁻¹.